[1]
10
Properties=species:S:1:pos:R:3:forces:R:3:mulliken_charge:R:1 method="wB97M-V/def2-TZVPD" de_lowest_kcal_mol=61.7 spin_multiplicity=1 homo_energy_ev=-7.60 homo_lumo_gap_ev=7.27
C 0.7163 0.5964 -0.3030 -4.272 -1.795 0.595 -0.46
C 1.3438 -0.7388 -0.2806 0.793 -1.193 0.210 -1.09
P -2.8054 -0.5080 -0.2523 1.824 1.297 1.179 -0.08
P -1.0209 0.5631 -0.0365 2.083 -0.351 -1.672 0.19
H 1.0661 1.3590 0.3118 1.074 1.521 0.667 0.34
H 0.9362 -1.4850 -0.9285 -0.314 -0.005 -1.225 0.34
H 1.2938 -1.3321 0.6166 -0.645 0.332 1.332 0.34
H 2.4045 -0.7702 -0.3616 1.027 0.519 -0.895 0.34
H -1.4634 1.7921 0.3692 0.691 1.221 -0.021 0.04
H -2.4712 0.5237 0.8649 -2.261 -1.546 -0.169 0.03

[2]
66
Properties=species:S:1:pos:R:3:forces:R:3:mulliken_charge:R:1 method="wB97M-V/def2-TZVPD" de_lowest_kcal_mol=45.2 spin_multiplicity=1 homo_energy_ev="-19.99 / -20.00" homo_lumo_gap_ev="4.46 / 4.48" charge=+4
P -1.6791 -3.1687 -0.1948 -0.663 -1.001 -0.669 0.82
C -3.3053 -3.0216 0.6189 0.243 0.944 0.501 -1.28
H -3.8033 -3.9996 0.5614 0.134 0.252 -0.031 0.49
H -3.9189 -2.2572 0.1257 0.031 -0.223 0.131 0.37
H -3.1627 -2.7428 1.6704 -0.267 -0.171 -0.116 0.38
C -2.2351 -3.4706 -1.9085 0.489 0.602 -0.174 -1.19
H -1.3781 -3.7054 -2.5511 -0.283 -0.155 -0.032 0.39
H -2.7263 -2.5693 -2.3010 0.031 -0.315 0.015 0.24
H -2.9443 -4.3086 -1.8978 0.176 0.163 -0.081 0.48
C -1.2116 -4.8483 0.3492 0.883 0.458 0.243 -1.20
H -2.0309 -5.5428 0.1201 0.198 0.191 0.015 0.49
H -1.0231 -4.8261 1.4309 -0.069 -0.215 -0.227 0.41
H -0.2904 -5.1580 -0.1624 -0.258 -0.177 0.159 0.37
P 2.2535 0.1883 3.0683 1.131 -0.009 1.549 0.68
C 1.3752 0.7010 4.5881 -1.058 0.195 -0.813 -1.20
H 2.0726 0.6321 5.4322 -0.097 -0.018 -0.233 0.46
H 0.5168 0.0389 4.7375 0.080 0.187 0.307 0.35
H 1.0265 1.7343 4.4591 0.021 -0.247 0.277 0.38
C 3.0359 -1.3267 3.7247 -0.377 -0.458 -0.907 -1.24
H 3.6931 -1.7622 2.9628 0.058 -0.065 0.347 0.36
H 2.2505 -2.0502 3.9780 0.307 0.045 0.084 0.39
H 3.6068 -1.0524 4.6189 -0.095 -0.113 -0.180 0.48
C 3.6498 1.3597 3.1766 -0.225 0.228 -1.126 -1.26
H 4.1891 1.1862 4.1152 -0.121 0.020 -0.198 0.46
H 3.2623 2.3867 3.1412 0.254 -0.200 0.048 0.41
H 4.3058 1.1902 2.3151 0.215 0.233 0.318 0.37
P 0.0055 3.1522 -1.8339 -0.298 0.751 -1.059 0.85
C -1.1301 4.3620 -1.0867 -0.016 -0.459 0.931 -1.25
H -1.3304 5.1499 -1.8256 0.063 -0.184 0.184 0.50
H -0.6662 4.7906 -0.1890 -0.235 0.080 -0.202 0.40
H -2.0679 3.8682 -0.7974 0.109 0.298 -0.076 0.34
C 1.3427 4.2495 -2.4112 0.537 -0.562 0.547 -1.31
H 0.9027 5.0548 -3.0132 0.117 -0.169 0.100 0.47
H 2.0601 3.6695 -3.0053 -0.071 0.321 -0.030 0.39
H 1.8635 4.6657 -1.5384 -0.055 0.073 -0.315 0.42
C -0.8765 2.8518 -3.4044 0.187 -0.714 0.192 -1.28
H -1.1574 3.8304 -3.8127 0.024 -0.279 -0.064 0.48
H -1.7649 2.2336 -3.2320 0.121 0.212 -0.222 0.23
H -0.2089 2.3248 -4.0966 -0.270 0.212 -0.122 0.46
Hf 0.7078 -0.4404 -0.4755 -8.226 3.696 8.378 0.91
C 0.0797 -1.4271 1.5928 -1.909 -2.035 4.493 -0.18
O -0.3624 -1.8465 2.5917 2.069 1.802 -4.364 -0.17
C 0.9061 1.6909 0.6001 -0.054 3.882 2.300 -0.38
O 0.9056 2.6701 1.2310 0.170 -3.818 -2.342 -0.18
C 2.4947 0.3350 -1.5208 1.862 0.291 -0.782 -0.60
C 1.4949 0.0289 -2.4806 1.096 -0.314 -2.348 -0.03
C 0.8908 -1.2587 -2.4899 1.134 -0.511 -2.195 -0.67
C 1.3387 -2.2459 -1.5700 1.136 -1.907 -1.376 -0.15
C 2.3769 -1.9459 -0.6528 0.909 -1.462 -0.202 -0.58
C 2.9515 -0.6611 -0.6223 1.969 0.233 -0.424 -0.26
H 2.9134 1.3408 -1.4598 -0.037 -0.255 -0.182 0.60
H 1.1925 0.7670 -3.2225 0.086 -0.151 0.216 0.73
H 0.1269 -1.4957 -3.2320 0.093 0.068 0.264 0.61
H 0.9103 -3.2501 -1.5825 0.198 0.303 -0.145 0.91
H 2.7140 -2.7244 0.0387 -0.053 0.263 -0.210 0.57
H 3.7230 -0.4100 0.1131 -0.163 -0.172 -0.359 0.59
C -3.4923 0.6604 -1.3712 -0.877 -0.224 0.446 -1.35
C -2.3133 0.5025 -0.5066 1.158 -0.483 -1.171 0.83
C -2.3348 0.8531 0.9292 -0.558 0.293 0.466 -1.01
O -1.2323 0.0471 -1.0361 -1.606 0.683 1.072 -0.26
H -4.3895 0.6925 -0.7337 0.180 0.115 -0.354 0.55
H -3.6070 -0.1615 -2.0927 0.293 0.323 0.050 0.25
H -3.4619 1.6165 -1.9264 0.098 -0.245 0.181 0.31
H -2.0384 0.0021 1.5668 -0.142 0.178 -0.325 0.15
H -1.6472 1.6874 1.1572 -0.205 -0.209 -0.228 0.15
H -3.3487 1.1633 1.2225 0.429 -0.073 0.066 0.58

[3]
74
Properties=species:S:1:pos:R:3:forces:R:3:mulliken_charge:R:1 method="wB97M-V/def2-TZVPD" smiles="NC1=CC(=O)C=C(Br)C1=O.CN(C)C=O.CN(C)C=O.CN(C)C=O.CN(C)C=O.CN(C)C=O" spin_multiplicity=1 homo_energy_ev=-8.64 homo_lumo_gap_ev=7.61
N 3.3021 -3.1317 -0.0657 -1.719 2.220 0.689 -0.55
C 2.4026 -1.9352 -0.4083 1.495 3.670 1.359 0.19
C 2.8318 -0.5154 -0.0852 -2.793 -3.107 -1.641 0.02
C 1.7178 0.6622 -0.4750 0.982 2.954 -1.119 0.13
O 2.0265 1.8729 -0.9471 -1.730 -7.291 3.206 -0.64
C 0.1296 0.2295 -0.1794 -0.654 -3.907 -1.025 -0.30
C -0.3020 -1.1941 -0.4785 2.796 4.025 0.445 0.12
Br -2.1486 -1.8759 -0.1235 2.456 0.725 -0.681 -0.11
C 0.9044 -2.1606 -1.1167 -0.476 -3.218 -3.416 0.37
O 0.7201 -3.0151 -2.1324 0.890 5.382 6.657 -0.58
H 4.2936 -2.8506 -0.2300 -1.319 -0.155 0.023 0.43
H 3.1939 -3.2316 0.9843 0.089 0.196 -1.584 0.36
H 3.8584 -0.2814 0.4424 -2.442 -0.427 -1.457 0.19
H -0.6344 1.0170 0.2528 1.763 -1.730 -1.091 0.33
C -5.9449 2.7313 0.3533 0.051 -0.229 -0.021 -0.96
N -5.2283 1.5000 0.6110 1.269 0.346 0.840 0.18
C -5.7560 0.2598 0.0817 0.200 -0.280 0.162 -0.55
C -4.0605 1.4721 1.3439 -0.644 -0.437 -0.466 -0.01
O -3.4062 0.4690 1.5983 -0.633 0.662 -0.186 -0.51
H -6.9523 2.6480 0.7709 -0.004 0.207 -0.103 0.34
H -6.0062 2.8850 -0.7278 -0.120 0.178 0.091 0.33
H -5.4369 3.5856 0.8091 -0.028 -0.182 -0.050 0.30
H -5.9517 -0.4269 0.9110 0.006 -0.096 -0.352 -0.01
H -5.0103 -0.1911 -0.5802 -0.216 -0.139 0.074 0.19
H -6.6807 0.4388 -0.4737 0.194 0.070 0.130 0.36
H -3.7493 2.4684 1.6978 -0.098 0.063 -0.065 0.34
C 4.7942 -1.4324 -5.4675 -0.139 -0.064 0.166 -0.91
N 4.3523 -1.9162 -4.1765 1.331 -0.269 0.995 0.19
C 2.9324 -2.0605 -3.9322 -0.031 -0.200 0.288 -0.65
C 5.2409 -2.2433 -3.1739 -0.839 0.154 -0.475 -0.03
O 4.9359 -2.6569 -2.0626 0.281 0.440 -1.153 -0.58
H 4.3727 -0.4372 -5.6352 0.109 -0.048 -0.186 0.32
H 4.4390 -2.1177 -6.2424 0.101 0.165 -0.110 0.32
H 5.8851 -1.3727 -5.5136 -0.169 -0.035 0.077 0.30
H 2.6517 -1.4325 -3.0812 -0.085 -0.161 -0.192 -0.04
H 2.7176 -3.1046 -3.6853 -0.180 0.248 0.050 0.37
H 2.3565 -1.7648 -4.8134 0.204 -0.030 0.120 0.37
H 6.2936 -2.0965 -3.4655 -0.048 0.027 -0.113 0.29
C 6.3506 -0.3619 4.9458 -0.087 0.128 -0.091 -0.92
N 5.4108 -0.2749 3.8479 -0.386 -1.444 -0.657 0.13
C 4.9231 1.0280 3.4462 -0.232 -0.073 -0.255 -0.90
C 4.9665 -1.3931 3.1741 0.166 0.884 0.349 0.04
O 4.1751 -1.3908 2.2399 0.618 0.224 0.862 -0.56
H 5.8864 0.0586 5.8424 0.210 -0.064 0.054 0.34
H 7.2458 0.2124 4.6911 0.031 -0.085 0.209 0.34
H 6.6334 -1.3999 5.1410 -0.099 0.157 -0.097 0.29
H 3.8333 1.0461 3.5435 0.108 0.176 -0.087 0.29
H 5.1859 1.1991 2.3978 -0.109 0.172 0.112 0.28
H 5.3611 1.8134 4.0682 -0.037 -0.241 -0.089 0.37
H 5.3997 -2.3301 3.5603 0.033 0.097 0.069 0.27
C 1.7188 4.1337 -2.7876 -0.333 -0.113 0.068 -0.98
N 0.6869 5.1340 -2.9626 0.461 1.583 0.253 0.17
C -0.6262 4.7143 -3.4058 -0.078 0.311 0.017 -0.95
C 0.9158 6.4722 -2.7206 -0.660 -0.673 -0.317 0.11
O 0.0906 7.3677 -2.8480 0.364 -0.724 0.033 -0.59
H 1.8873 3.6289 -3.7431 0.162 -0.092 0.087 0.30
H 1.3839 3.4072 -2.0417 0.282 0.180 -0.327 0.54
H 2.6548 4.5879 -2.4514 -0.189 0.002 -0.047 0.28
H -0.8646 5.2227 -4.3450 -0.168 -0.118 0.097 0.31
H -1.3655 5.0021 -2.6522 -0.081 -0.083 -0.194 0.29
H -0.6559 3.6316 -3.5556 0.128 0.208 0.076 0.37
H 1.9459 6.6806 -2.3886 0.016 -0.138 -0.013 0.27
C -7.8029 -3.6827 4.0219 0.189 0.129 -0.045 -0.94
N -6.8756 -3.1179 3.0642 -0.362 -0.429 -1.360 0.14
C -5.8125 -2.2590 3.5427 0.191 0.073 -0.292 -0.84
C -6.9736 -3.3723 1.7124 0.478 0.388 0.537 0.08
O -6.2255 -2.9286 0.8507 -0.441 -0.187 0.819 -0.53
H -8.3085 -2.8676 4.5473 -0.087 -0.192 0.102 0.34
H -7.2440 -4.2916 4.7383 -0.221 -0.012 0.074 0.33
H -8.5500 -4.3078 3.5254 0.162 0.120 0.012 0.29
H -5.9080 -1.2767 3.0700 0.225 -0.051 0.163 0.19
H -4.8489 -2.6936 3.2599 -0.007 0.245 0.088 0.30
H -5.8626 -2.1508 4.6296 -0.082 -0.083 -0.221 0.38
H -7.8160 -4.0361 1.4582 -0.014 0.000 0.120 0.28

[4]
85
Properties=species:S:1:pos:R:3:forces:R:3:mulliken_charge:R:1 method="wB97M-V/def2-TZVPD" de_lowest_kcal_mol=9.9 spin_multiplicity=1 homo_energy_ev=-1.81 homo_lumo_gap_ev=5.91 charge=-2
Ca 0.9142 0.5288 0.9125 -0.412 -0.268 -0.713 1.88
O 1.0972 4.6434 5.6269 -0.014 0.085 0.092 -0.69
C 1.0053 3.8138 4.7469 0.006 -0.204 -0.196 0.33
C 1.8138 2.5430 4.6240 -0.167 0.130 -0.058 0.06
O 2.6592 2.1461 5.4163 0.072 -0.002 0.023 -0.75
C 1.3933 1.9058 3.3804 -0.104 0.158 -0.053 0.73
C 0.3475 2.6717 2.7442 0.178 -0.102 0.095 0.45
O -0.2073 2.3590 1.6424 0.171 0.527 0.757 -0.66
C 0.0719 3.8746 3.5533 0.187 -0.166 0.109 0.00
O -0.7262 4.7646 3.3191 -0.080 0.094 -0.025 -0.72
O 1.8827 0.8188 2.9003 -0.227 0.481 0.463 -0.44
C -4.6548 -4.6204 0.7683 -0.072 -0.061 0.090 -1.18
Si -3.5170 -3.4978 -0.2441 -0.083 -0.060 0.168 0.23
C -2.3895 -4.6468 -1.1856 0.184 -0.048 -0.139 -1.03
C -4.6701 -2.5848 -1.3945 -0.058 0.171 -0.142 -0.79
C -2.6094 -2.4272 0.9800 0.023 0.013 0.047 0.59
C -2.7797 -2.5707 2.3488 0.048 0.046 -0.008 0.13
C -2.0829 -1.7705 3.2543 -0.120 -0.049 -0.104 -1.17
C -1.2031 -0.8522 2.7249 -0.160 -0.064 0.014 -0.36
N -1.0004 -0.7004 1.4170 -0.476 -0.273 0.324 0.09
C -1.6862 -1.4438 0.5262 0.043 0.105 -0.355 -0.60
S -1.4129 -1.1444 -1.1664 -0.017 -0.133 0.431 -0.50
H -5.2416 -5.2584 0.1003 0.015 0.001 0.006 0.28
H -5.3555 -4.0386 1.3740 -0.015 -0.017 -0.013 0.29
H -4.0901 -5.2708 1.4417 -0.009 -0.007 -0.003 0.29
H -2.9319 -5.1557 -1.9884 0.002 -0.017 0.017 0.32
H -1.9720 -5.4024 -0.5153 0.003 -0.009 -0.009 0.32
H -1.5684 -4.0773 -1.6232 -0.015 -0.022 -0.006 0.25
H -5.3468 -3.2909 -1.8867 -0.002 0.010 0.000 0.36
H -4.1050 -2.0351 -2.1470 -0.017 -0.001 0.008 0.10
H -5.2712 -1.8633 -0.8347 -0.014 -0.011 -0.009 0.27
H -3.4666 -3.3206 2.7281 -0.019 0.002 0.004 0.28
H -2.2050 -1.8680 4.3239 -0.009 -0.004 0.005 0.40
H -0.6252 -0.2028 3.3769 0.056 -0.033 -0.025 0.36
O 2.1691 -0.7470 -0.2734 0.596 -0.324 -0.374 -0.42
C 3.0742 -0.7297 -1.1655 0.093 0.079 -0.002 -0.17
C 3.4315 -1.9220 -1.8598 0.065 -0.046 -0.090 -0.92
C 4.4199 -1.9499 -2.8127 -0.005 0.014 0.016 -0.36
C 5.1216 -0.7874 -3.1576 -0.028 -0.002 0.030 -0.85
C 4.7891 0.3884 -2.5138 -0.014 -0.008 0.005 -0.85
C 3.7985 0.4534 -1.5288 -0.019 0.270 0.049 1.04
C 3.5036 1.7492 -0.8917 -0.066 -0.367 -0.035 -0.24
N 2.4557 2.0820 -0.1536 0.191 0.267 -0.245 0.96
C 2.6041 3.4149 0.1769 -0.106 -0.160 0.006 -0.71
C 3.7550 3.8936 -0.3512 0.078 -0.023 -0.078 -1.11
N 4.3199 2.8276 -1.0263 0.055 0.172 -0.004 -0.02
H 2.8680 -2.8100 -1.6016 0.016 -0.008 0.018 0.45
H 4.6545 -2.8858 -3.3096 -0.010 0.001 -0.012 0.37
H 5.8881 -0.8013 -3.9216 0.008 -0.002 -0.005 0.36
H 5.3074 1.2961 -2.8099 0.006 -0.016 -0.024 0.26
H 1.8571 3.9290 0.7596 -0.001 -0.035 0.012 0.43
H 4.2172 4.8636 -0.3163 0.010 0.000 0.007 0.44
H 5.1971 2.8329 -1.5108 0.000 -0.013 0.025 0.16
C 4.4017 -3.1918 4.2276 0.032 -0.057 -0.052 -1.00
N 3.6149 -2.0597 3.7958 -0.170 0.305 -0.006 0.05
C 4.3293 -0.8606 3.3487 0.116 -0.103 0.026 -0.21
C 2.4365 -2.3003 3.2190 -0.039 -0.017 -0.260 0.53
N 1.4195 -2.4909 2.7015 0.147 -0.147 0.219 -0.49
H 5.0081 -2.9009 5.0871 0.010 0.009 0.000 0.28
H 5.0703 -3.5497 3.4339 0.001 -0.018 -0.004 0.33
H 3.7417 -4.0056 4.5226 0.014 0.011 0.009 0.36
H 4.9430 -0.4906 4.1710 -0.009 -0.015 0.020 0.34
H 3.5992 -0.0945 3.0875 0.081 -0.038 0.097 -0.34
H 4.9698 -1.0848 2.4867 -0.007 -0.043 0.003 0.29
C -4.8106 3.0873 -4.1591 -0.140 0.111 -0.094 -1.25
Ge -3.4616 2.2089 -3.0323 -0.059 -0.036 -0.026 0.58
C -4.3279 1.4202 -1.4902 -0.020 -0.036 0.176 -0.71
C -2.6148 0.8175 -4.0916 0.118 -0.063 -0.105 -1.01
C -2.2296 3.6051 -2.4513 -0.001 0.047 0.035 -0.98
Se -0.7654 2.9469 -1.3428 0.218 0.103 -0.062 0.02
C 0.3167 2.1535 -2.7657 0.009 -0.038 0.024 -0.86
H -5.5102 2.3579 -4.5722 -0.004 -0.001 -0.001 0.35
H -4.3346 3.6152 -4.9885 -0.022 -0.003 -0.007 0.35
H -5.3791 3.8127 -3.5730 -0.008 0.007 -0.029 0.36
H -5.0946 0.7109 -1.8068 -0.005 -0.002 0.016 0.29
H -4.7858 2.1850 -0.8598 -0.011 -0.013 -0.010 0.41
H -3.5761 0.8805 -0.9112 -0.021 -0.024 0.008 -0.06
H -3.3806 0.1242 -4.4454 0.013 -0.011 -0.004 0.34
H -1.9196 0.2639 -3.4619 0.017 -0.031 -0.016 0.08
H -2.0815 1.2205 -4.9552 -0.027 -0.005 -0.002 0.37
H -2.7796 4.2830 -1.7939 -0.004 0.033 -0.043 0.40
H -1.8337 4.1978 -3.2775 0.015 0.006 0.010 0.38
H -0.2163 2.2392 -3.7105 0.003 0.000 0.003 0.43
H 0.4835 1.1007 -2.5394 -0.018 -0.003 -0.019 0.09
H 1.2698 2.6744 -2.8300 0.001 0.000 0.000 0.34